# 1
20
Properties=species:S:1:pos:R:3:mulliken_charge:R:1 method="wB97M-V/def2-TZVPD" smiles=NCCCS.O.O orbital_gap_ev=9.81 e_homo_ha=-0.336
C -0.6749 -0.4693 -1.1961 -0.6398
C 0.2192 0.6329 -0.6819 -0.3556
C 0.9395 1.3512 -1.8207 -0.6862
S 1.8258 2.7888 -1.2084 -0.2398
N -1.5282 -1.0728 -0.0823 -0.5031
H -0.0717 -1.3170 -1.5259 0.2489
H -1.3902 -0.2479 -1.9853 0.3836
H -0.4253 1.3434 -0.1343 0.3135
H 0.9649 0.4189 0.0764 0.2772
H 0.2772 1.7136 -2.6042 0.3786
H 1.7248 0.6950 -2.1978 0.2955
H 1.1071 3.7996 -1.7301 0.1163
H -2.2971 -1.4752 -0.5956 0.2434
H -1.9324 -0.2655 0.3810 0.2034
H 0.1908 -0.2264 2.7648 0.3362
H 0.8178 0.2222 4.0787 0.3160
O 0.0204 0.3607 3.5326 -0.6468
H -0.6776 -2.8874 1.5785 0.3066
H 0.7629 -2.6775 1.3067 0.3009
O 0.1469 -2.6873 2.0438 -0.6488

=====

# 2
12
Properties=species:S:1:pos:R:3:mulliken_charge:R:1 method="wB97M-V/def2-TZVPD" orbital_gap_ev="6.71 / 6.71" e_homo_ha="-0.321 / -0.321"
C -1.6799 -0.5307 0.5100 0.2073
C 0.8696 0.2751 -0.5899 -0.8047
N -2.2933 0.5835 0.2321 0.3018
N -3.4537 0.8221 -0.0887 -0.4782
P -4.9185 0.1412 -0.2954 0.1891
S -4.6930 -1.7539 0.0311 -0.3450
S 0.0433 -0.8570 0.5577 -0.0291
Cl -1.0781 2.2793 0.2447 -0.2083
H -2.2542 -1.4194 0.8769 0.2517
H 0.0707 0.7487 -1.0851 0.3184
H 1.7094 -0.2631 -1.0899 0.3145
H 1.5245 1.0685 -0.0773 0.2825

=====

# 3
83
Properties=species:S:1:pos:R:3:mulliken_charge:R:1 method="wB97M-V/def2-TZVPD" total_charge=+2 orbital_gap_ev="3.78 / 3.59" e_homo_ha="-0.443 / -0.444"
N -5.7375 4.6367 -4.1507 -0.5245
C -5.2477 5.3667 -3.1412 -0.3329
C -3.9521 5.1715 -2.6643 -0.3562
C -3.1684 4.1252 -3.1932 0.7143
C -3.6331 3.5357 -4.3939 -0.3553
C -4.9585 3.7567 -4.7741 -0.3958
C -2.0741 3.5866 -2.4040 -0.5821
Cd 0.3159 3.5979 -2.8324 0.3929
P 4.9416 -0.0146 -0.3353 -0.2928
C -1.4478 2.3505 -2.7853 -1.5219
C -1.1795 1.2885 -1.8181 2.1193
C -0.0092 0.5710 -2.0896 -1.5739
C 0.6335 -0.1674 -1.1421 -0.0115
C -0.0409 -0.4730 0.1373 1.6003
C -1.3019 0.2847 0.3747 -1.0662
C -1.8606 1.0743 -0.5921 -1.1012
Br 1.1558 -0.3597 1.7458 -0.0709
H -2.1538 3.8044 -1.3358 0.5871
H -1.6725 1.9687 -3.7865 0.5447
H -3.5767 5.7966 -1.8478 0.4085
H -2.9800 2.9243 -5.0084 0.3989
H -5.8821 6.1402 -2.7006 0.3708
H -5.3662 3.2318 -5.6267 0.3812
H 0.4386 0.6859 -3.0905 0.6171
H -2.8382 1.5668 -0.4445 0.6489
H 1.6078 -0.5671 -1.3310 -0.4436
H -1.7105 0.2548 1.4100 0.2417
P -0.7701 -2.2730 -0.1826 1.0867
C 4.0893 1.5381 0.0657 0.2450
C 5.1568 2.6366 0.2138 -1.2806
H 3.5094 1.3841 0.9877 0.1121
H 3.4042 1.7633 -0.7650 -0.0153
H 4.7330 3.5387 0.6588 0.3914
H 6.0004 2.3083 0.8327 0.3427
H 5.5741 2.8985 -0.7654 0.3499
C 4.0819 -0.8055 -1.7542 1.0865
C 4.9470 -1.9326 -2.3345 -1.4080
H 3.8596 -0.0220 -2.5004 0.5349
H 3.1481 -1.2452 -1.3699 -1.1167
H 4.6018 -2.1826 -3.3453 0.4050
H 6.0055 -1.6447 -2.3757 0.3953
H 4.8655 -2.8328 -1.7110 0.2973
C 4.4973 -1.2183 0.9936 1.0413
C 5.5643 -1.4407 2.0656 -1.4177
H 4.3193 -2.1836 0.4961 0.2746
H 3.5460 -0.9031 1.4476 -0.8884
H 5.2102 -2.1509 2.8219 0.3995
H 6.4637 -1.8683 1.6153 0.3600
H 5.8578 -0.5304 2.5931 0.3279
C -0.7176 -2.9045 1.5060 -0.3415
C -1.2141 -4.3131 1.7822 -1.3447
H -1.2475 -2.1847 2.1412 -0.1664
H 0.3434 -2.8281 1.7630 0.4598
H -2.2068 -4.2891 2.2437 0.3748
H -1.2462 -4.9447 0.8919 0.2950
H -0.5358 -4.7667 2.5067 0.4254
C 0.2116 -3.2670 -1.3390 -0.4820
C -0.1909 -3.2045 -2.8180 -1.1597
H 0.1626 -4.3101 -0.9820 0.6314
H 1.2530 -2.9479 -1.1983 0.1414
H -1.1183 -3.7565 -3.0094 0.3701
H -0.2972 -2.1823 -3.1941 0.2124
H 0.5920 -3.6753 -3.4229 0.4280
C -2.4764 -2.3136 -0.7837 -0.8109
C -3.6146 -2.1112 0.2247 -1.2634
H -2.6076 -3.2822 -1.2951 0.5898
H -2.5215 -1.5331 -1.5583 0.4677
H -4.5296 -1.8655 -0.3332 0.4073
H -3.8219 -3.0261 0.7984 0.3665
H -3.4354 -1.2772 0.9170 0.2121
C 0.1091 1.1086 5.4172 -1.2396
P -1.1433 0.7458 4.1219 0.7248
C -1.6094 -0.9366 4.7072 -1.1670
C -2.5714 1.7004 4.8037 -1.2976
H 0.7643 0.2403 5.5471 0.3580
H -0.3806 1.3576 6.3660 0.3617
H 0.7131 1.9579 5.0783 0.3543
H -2.1723 -0.8535 5.6447 0.4994
H -2.2290 -1.4421 3.9560 0.2431
H -0.6933 -1.5194 4.8611 0.3087
H -2.7078 1.4089 5.8546 0.4115
H -2.3524 2.7771 4.7185 0.3589
H -3.4750 1.4667 4.2155 0.3499

=====

# 4
49
Properties=species:S:1:pos:R:3:mulliken_charge:R:1 method="wB97M-V/def2-TZVPD" orbital_gap_ev=4.22 e_homo_ha=-0.169
Cl 0.4709 1.5460 -3.3617 -0.2661
B 0.3553 -0.2516 -3.4839 0.6089
Cl -0.9184 -0.8624 -4.5913 -0.2602
Cl 1.9084 -1.1613 -3.3953 -0.3231
O -0.4360 -0.8465 -1.8580 -0.5390
C -1.2211 -0.1511 -1.1977 0.4180
C -2.4971 0.2456 -1.8108 0.2816
C -3.3553 -0.7751 -2.2618 -0.3724
C -4.4349 -0.4363 -3.1055 -0.7553
C -4.5943 0.9162 -3.4999 0.3569
Cl -5.8322 1.3188 -4.6293 -0.2438
C -3.7914 1.9274 -2.9510 -0.7680
C -2.7231 1.5821 -2.1285 -0.2747
H -0.6496 0.6128 -0.1982 -0.0473
H -3.2787 -1.7794 -1.8886 0.4089
H -5.1359 -1.1653 -3.4538 0.4255
H -3.9833 2.9737 -3.2219 0.3469
H -2.1131 2.3624 -1.6700 0.3819
C -0.6982 1.6111 4.0804 -1.1768
C -0.7831 0.5943 3.0556 0.5781
C -1.4292 -0.5991 2.9135 -0.9518
C -1.4345 -0.9825 1.5348 0.0162
C -0.9591 0.1304 0.8566 0.1524
B 1.7175 -0.6434 0.0589 -0.4729
O 1.4319 0.5741 -0.4674 0.3001
C 2.3981 1.5840 0.0032 -0.6482
C 3.0234 0.9846 1.2591 -0.4769
N 2.6736 -0.4709 1.2207 0.3153
C 2.4201 -1.0224 2.5653 -0.7544
C 3.5613 -1.3887 0.4004 -0.7673
C 2.6202 -2.5143 -0.1073 -0.4249
O 1.2867 -1.9273 -0.1156 -0.2747
O -0.3646 0.9603 1.7911 -0.2812
H -1.1204 1.1719 5.0091 0.3736
H 0.3453 1.9299 4.2849 0.2494
H -1.2830 2.5170 3.8066 0.2633
H -2.0559 -1.0375 3.6688 0.4761
H -1.6142 -2.0368 1.1626 0.3902
H 3.1348 1.8126 -0.7998 0.4379
H 1.8016 2.4568 0.2719 0.3566
H 4.1067 1.0470 1.2733 0.3009
H 2.6162 1.4014 2.1927 0.3305
H 3.4187 -1.2623 2.9557 0.3137
H 1.9295 -0.2486 3.1811 0.2409
H 1.8039 -1.9303 2.5313 0.2649
H 4.0040 -0.8171 -0.4261 0.3826
H 4.3208 -1.7680 1.0910 0.4183
H 2.7889 -2.8335 -1.1525 0.3613
H 2.5690 -3.3486 0.6072 0.3280

=====

# 5
10
Properties=species:S:1:pos:R:3:mulliken_charge:R:1 method="wB97M-V/def2-TZVPD" smiles="CC(C)=O" orbital_gap_ev=10.67 e_homo_ha=-0.357
C -0.4517 0.7872 0.9420 -0.9692
C 0.4233 -0.3093 0.3829 0.7009
C 0.1873 -0.6418 -1.0944 -0.9535
H -0.1347 1.7505 0.4690 0.2648
H -0.2704 0.8833 2.0305 0.2969
H -1.5247 0.6021 0.7222 0.3174
H 0.0638 -1.7153 -1.2167 0.3079
H 1.0666 -0.3979 -1.6932 0.2844
H -0.6834 -0.1611 -1.5600 0.2891
O 1.3240 -0.7979 1.0177 -0.5388

=====

# 6
18
Properties=species:S:1:pos:R:3:mulliken_charge:R:1 method="wB97M-V/def2-TZVPD" orbital_gap_ev=8.74 e_homo_ha=-0.297
B 0.0071 -0.0117 0.1975 0.4566
C -2.3466 -0.6732 1.7777 -0.7255
C 0.7396 1.3179 -1.7930 -0.8306
C 2.0458 -1.2041 -0.3196 -0.8116
N -1.6401 0.5245 1.3840 -0.6017
N 0.0737 1.0887 -0.5576 -0.1353
O 0.7403 -1.1791 0.2617 -0.5340
H -2.8393 -1.2415 0.9160 0.2368
H -1.6419 -1.4322 2.1376 0.2220
H -3.0269 -0.4755 2.5264 0.3326
H 0.0203 1.2212 -2.5988 0.2952
H 0.9146 2.4162 -2.0001 0.2859
H 1.6536 0.8982 -1.9674 0.3248
H 2.4708 -0.2736 -0.6680 0.3032
H 1.9278 -1.8515 -1.1202 0.3571
H 2.7620 -1.7032 0.2206 0.3449
H -1.1103 0.9360 2.0758 0.2040
H -0.7506 1.6428 -0.4728 0.2756

=====

ΔE to the lowest compared entry with this formula, charge and spin values (in kcal per mole) by entry order: 17.3, 63.3, 5.5, 176.0, 2.3, 81.1.
Total energy values (in eV) by entry order: -19741.69290, -48596.91847, -133774.22853, -79088.72738, -5255.59435, -8992.32301.